{"formula": "C36H53ClI2N3SbSi3Yb", "method": "wB97M-V/def2-TZVPD", "symbols": ["C", "H", "C", "C", "C", "C", "H", "C", "H", "C", "H", "C", "H", "H", "H", "H", "C", "H", "C", "C", "H", "H", "H", "H", "H", "H", "C", "H", "H", "N", "C", "N", "H", "C", "H", "Sb", "I", "H", "H", "H", "C", "H", "H", "H", "H", "C", "H", "C", "Si", "C", "Yb", "C", "C", "H", "C", "H", "H", "C", "C", "H", "H", "H", "H", "H", "H", "H", "H", "C", "C", "C", "N", "C", "C", "C", "H", "Si", "H", "H", "Si", "H", "C", "C", "C", "C", "H", "H", "C", "H", "I", "H", "H", "H", "Cl", "H", "H", "C", "C", "H", "H", "H"], "xyz": [[5.4657, -0.3222, 0.3360], [-0.1172, 3.6940, 4.2355], [4.7088, 1.3312, 2.6932], [0.0244, -1.8987, 0.8295], [-1.0733, -4.6924, -0.0091], [3.4641, 0.1678, -2.2999], [0.2492, -0.4158, -1.5878], [0.5447, 0.5591, -2.0038], [3.0055, 3.5429, 1.2982], [0.4095, 3.2029, 3.4268], [2.9029, -0.3944, 3.5694], [-2.5158, -2.3097, -3.5767], [1.2576, -4.3688, -2.0640], [1.1513, -0.7052, 3.5749], [5.5666, -0.4128, -0.7491], [-1.5006, -4.6506, -1.0178], [-0.7324, -3.0255, 3.0189], [-0.4022, 4.0213, -1.7742], [1.7243, -4.6158, 1.1210], [-3.4701, 3.8973, -0.4398], [1.8096, 4.7953, 3.0652], [3.1552, 0.0977, -3.3483], [3.2858, 3.2933, -2.1115], [0.5166, -2.7777, -2.2503], [2.4477, -5.0700, 0.4362], [-0.2430, 1.3205, -1.8877], [-5.0656, -3.2990, -3.1300], [-5.5407, 1.2624, -1.0015], [-5.2160, 4.8698, -1.2001], [-2.1367, -2.0643, -1.1799], [-0.7024, -1.9418, 2.1152], [0.6187, 1.3011, 1.9886], [-4.6015, -3.1213, -1.0362], [-1.4665, 4.1995, -1.6494], [-2.3892, -2.5838, -0.3534], [2.1420, -1.2146, 1.0794], [-4.4503, -0.4384, 0.7083], [2.1455, -2.9210, -1.5736], [3.8739, 1.7783, 3.2385], [0.6462, 0.3970, -3.0796], [-2.9787, -2.4530, -2.2726], [-0.2861, 3.0366, 0.3160], [4.4678, 0.6071, -2.2808], [4.9284, 0.3560, 3.1420], [6.4690, -0.1514, 0.7494], [0.0067, 1.9667, 2.9771], [-0.8055, -5.7394, 0.1812], [5.1084, 2.6221, -0.0606], [0.4654, -3.6081, 0.1456], [2.5169, 0.9301, 0.5103], [-1.1759, 0.2340, 0.3425], [-3.4914, 5.2398, -2.4255], [-3.3259, -2.6523, -4.6474], [-4.0214, 5.8657, -3.1322], [1.1536, -3.3834, -1.5910], [1.6005, 3.1837, -2.6364], [3.5333, -0.8495, -1.8992], [1.4804, 3.8021, 2.7803], [2.1397, 3.1072, 1.7848], [1.2375, -5.4279, 1.6736], [-1.5165, -1.9195, -3.7484], [-0.1225, -3.9016, 2.8162], [2.2944, -4.0233, 1.8422], [-5.4624, -0.3798, -1.7486], [5.3623, 2.3596, -1.0947], [4.4429, 3.4904, -0.0951], [-1.1862, -2.3281, -1.3932], [2.1157, -1.0619, 3.2234], [-2.1037, 3.6185, -0.5444], [2.2806, 2.9854, -1.8017], [-1.4721, -0.8552, 2.4082], [-4.1589, 4.6894, -1.3436], [-4.9385, 0.3849, -1.1943], [-4.6103, -3.1383, -4.4301], [6.0366, 2.9358, 0.4332], [4.4172, 1.1360, 0.8521], [-5.2394, -3.4108, -5.2682], [-1.5940, 5.4193, -3.4116], [2.2275, 1.1791, -1.3428], [2.2995, -2.0644, 3.6120], [-2.2220, -0.8104, 3.5234], [-2.2715, -1.8360, 4.4287], [1.7260, 1.8203, 1.4313], [-1.5040, -2.9735, 4.1568], [-0.8509, 1.4759, 3.4187], [-1.8596, -4.4298, 0.7117], [-2.1348, 4.9895, -2.5740], [-2.8072, 0.0914, 3.6727], [-3.2759, 1.0074, -2.3608], [-2.9543, -2.5327, -5.6580], [1.9770, 3.6221, -0.9619], [-1.6702, 2.9107, 1.3919], [-4.3961, 3.1910, 0.8646], [-1.5118, -3.8110, 4.8471], [5.1102, -1.2795, 0.7237], [-1.3340, 2.7333, 0.3716], [-4.2519, -2.9646, -2.0514], [-2.8878, -1.7597, 5.3152], [-6.0562, -3.7002, -2.9443], [5.5876, 1.9670, 2.8544]], "mulliken_spin": [0.000, 0.000, 0.000, -0.007, 0.000, 0.000, 0.000, 0.001, 0.000, 0.002, 0.000, 0.000, 0.000, 0.000, 0.000, 0.000, 0.000, 0.001, 0.000, 0.001, 0.000, 0.000, 0.000, 0.000, 0.000, -0.001, 0.000, 0.000, 0.000, 0.000, -0.001, -0.006, 0.000, 0.002, 0.000, 0.002, 0.000, 0.000, 0.000, 0.000, 0.000, -0.003, 0.000, 0.000, 0.000, -0.003, 0.000, 0.000, 0.001, -0.001, 1.008, 0.001, 0.000, 0.000, 0.000, 0.000, 0.000, 0.001, 0.002, 0.000, 0.000, 0.000, 0.000, 0.000, 0.000, 0.000, 0.000, 0.000, -0.002, 0.000, -0.004, -0.001, 0.000, 0.000, 0.000, 0.000, 0.000, 0.000, 0.000, 0.000, 0.000, 0.000, 0.000, 0.000, 0.002, 0.000, -0.001, 0.000, 0.000, 0.000, 0.000, 0.001, 0.000, 0.000, 0.000, 0.008, 0.000, 0.000, 0.000, 0.000], "largest_force_ev_per_a": 0.88, "multiplicity": 2, "gap_ev": [6.8, 6.2], "total_energy_ha": -4890.74738, "total_charge": 1, "s2": 0.751}